{"formula": "C42H84O54S9", "method": "the ωB97M-V functional and the def2-TZVPD basis", "charge": 0, "de_lowest_ev": 0.338, "gap_ha": 0.37774, "e_homo_ev": -10.3739, "lumo_ev": -0.095, "symbols": ["C", "C", "O", "C", "O", "O", "C", "H", "H", "H", "H", "H", "H", "H", "H", "C", "C", "O", "C", "O", "O", "C", "H", "H", "H", "H", "H", "H", "H", "H", "C", "C", "O", "C", "O", "O", "C", "H", "H", "H", "H", "H", "H", "H", "H", "C", "C", "O", "C", "O", "O", "C", "H", "H", "H", "H", "H", "H", "H", "H", "C", "C", "O", "C", "O", "O", "C", "H", "H", "H", "H", "H", "H", "H", "H", "C", "C", "O", "C", "O", "O", "C", "H", "H", "H", "H", "H", "H", "H", "H", "C", "C", "O", "S", "O", "O", "O", "H", "H", "H", "H", "C", "C", "O", "S", "O", "O", "O", "H", "H", "H", "H", "C", "C", "O", "S", "O", "O", "O", "H", "H", "H", "H", "C", "C", "O", "S", "O", "O", "O", "H", "H", "H", "H", "C", "C", "O", "S", "O", "O", "O", "H", "H", "H", "H", "C", "C", "O", "S", "O", "O", "O", "H", "H", "H", "H", "C", "C", "O", "S", "O", "O", "O", "H", "H", "H", "H", "C", "C", "O", "S", "O", "O", "O", "H", "H", "H", "H", "C", "C", "O", "S", "O", "O", "O", "H", "H", "H", "H"], "xyz": [[21.53972, -0.17944, -20.98470], [21.71730, 1.10834, -21.80709], [20.94460, 2.19046, -21.28440], [19.63654, 2.17902, -21.32620], [18.93590, 1.33688, -21.85965], [19.18723, 3.19254, -20.59505], [17.81911, 3.25184, -20.20778], [20.51583, -0.54855, -21.02607], [21.85422, 0.02268, -19.95878], [22.18117, -1.02332, -21.23143], [21.53684, 1.01330, -22.87796], [22.74571, 1.45828, -21.74659], [17.05738, 3.60604, -20.90512], [17.81273, 4.00072, -19.41828], [17.39882, 2.30282, -19.87510], [19.72757, -0.88276, -26.69268], [20.70744, 0.09414, -25.96730], [20.72383, 1.31874, -26.69018], [19.71841, 2.16843, -26.54224], [18.76186, 2.05567, -25.79606], [19.90332, 3.18532, -27.37120], [18.98449, 4.30002, -27.43820], [19.72175, -1.82294, -26.14213], [19.97559, -1.00496, -27.74419], [18.74246, -0.42093, -26.60660], [21.72612, -0.28235, -25.95295], [20.39848, 0.19368, -24.92562], [19.10514, 4.79745, -28.39851], [19.11094, 4.98274, -26.60310], [17.96917, 3.92394, -27.57496], [19.55219, 9.88228, -27.09600], [20.05170, 8.53492, -27.47584], [19.51836, 7.48188, -26.68882], [19.90867, 7.25444, -25.45143], [20.79921, 7.85419, -24.87735], [19.10567, 6.36329, -24.93027], [19.04850, 6.10518, -23.55036], [18.46370, 9.89189, -27.20880], [19.96025, 10.61890, -27.78479], [19.71369, 10.02115, -26.02660], [21.13716, 8.54119, -27.35003], [19.83719, 8.37691, -28.53212], [19.94970, 6.23063, -22.95501], [18.65463, 5.09771, -23.40907], [18.23960, 6.70512, -23.12930], [19.10768, 6.96415, -30.90979], [18.74049, 7.12175, -32.38449], [18.03915, 8.36647, -32.45963], [16.72472, 8.45371, -32.38248], [15.95664, 7.69580, -31.86181], [16.38505, 9.60653, -32.98258], [15.03960, 10.02903, -33.01815], [19.59289, 5.98958, -30.87953], [18.19144, 6.97686, -30.32211], [19.82133, 7.70526, -30.55508], [18.10553, 6.31876, -32.75634], [19.61362, 7.34430, -32.99525], [14.33598, 9.33091, -33.47352], [15.02776, 10.96064, -33.57816], [14.67958, 10.18956, -31.99987], [15.78437, 8.45483, -23.19747], [16.03389, 8.73216, -24.68337], [16.25136, 7.46441, -25.33608], [16.06700, 7.24431, -26.64945], [16.31606, 6.21236, -27.21371], [15.49254, 8.30454, -27.25749], [15.27018, 8.29722, -28.66368], [14.91106, 7.80786, -23.14520], [15.50578, 9.41585, -22.76314], [16.64169, 8.03321, -22.68199], [16.83041, 9.43749, -24.93674], [15.23690, 9.29165, -25.17945], [16.19367, 8.00392, -29.16119], [15.00856, 9.30214, -28.99170], [14.45717, 7.67937, -29.04513], [19.06662, -2.62526, -30.12742], [18.10221, -3.70111, -29.63825], [16.72250, -3.36800, -29.74016], [16.13577, -3.54422, -30.91383], [16.57098, -4.12496, -31.86813], [14.93190, -2.95283, -30.87546], [14.08217, -3.03287, -32.02008], [18.86977, -1.74291, -29.51820], [18.82688, -2.34922, -31.15788], [20.11216, -2.92497, -30.15044], [18.29629, -3.83904, -28.57503], [18.36746, -4.68307, -30.03180], [13.78326, -4.06484, -32.20973], [14.42355, -2.57202, -32.94357], [13.24801, -2.56111, -31.49762], [21.75996, 4.12960, -24.31977], [22.74155, 4.79712, -25.30574], [23.92325, 4.86427, -24.48824], [24.21777, 3.49058, -23.76092], [24.95664, 3.76853, -22.52263], [24.67383, 2.49130, -24.68225], [22.56935, 3.32795, -23.46089], [21.03427, 3.45799, -24.77879], [21.26396, 4.85811, -23.68381], [22.38532, 5.78848, -25.57589], [22.96895, 4.21666, -26.19934], [16.02947, -0.32724, -24.61331], [17.14086, 0.08785, -23.65938], [17.46608, -1.08881, -22.94375], [16.83914, -2.44502, -23.56109], [16.39584, -3.34895, -22.54162], [17.74072, -2.95888, -24.56782], [15.63126, -1.64038, -24.25415], [16.38299, -0.48744, -25.63488], [15.18326, 0.35416, -24.56074], [16.79494, 0.83404, -22.94920], [18.05247, 0.42907, -24.14613], [16.33162, -6.54847, -26.86417], [16.38437, -6.40643, -25.38570], [17.57696, -5.70903, -25.05728], [18.64600, -5.75487, -26.32971], [19.23989, -7.04585, -26.47934], [19.49755, -4.59103, -26.38711], [17.37318, -5.69929, -27.36436], [15.35240, -6.27718, -27.25174], [16.55126, -7.57111, -27.17372], [16.29272, -7.36691, -24.87979], [15.56890, -5.76123, -25.05755], [15.99322, 3.42703, -24.94163], [14.50023, 3.86221, -25.18956], [13.86199, 3.77297, -23.91454], [14.91509, 3.93056, -22.71733], [14.56799, 3.25833, -21.48421], [15.38675, 5.28632, -22.64844], [16.08328, 3.07953, -23.57596], [16.74726, 4.16236, -25.23107], [16.36290, 2.58064, -25.52534], [13.94370, 3.23759, -25.88114], [14.58940, 4.90009, -25.50749], [24.66176, -1.12758, -30.46357], [25.70656, -1.14562, -29.31833], [25.03017, -1.31315, -28.08231], [23.45477, -1.55324, -28.28297], [22.73503, -0.29217, -28.14505], [22.97712, -2.72658, -27.59351], [23.65540, -1.94518, -29.85357], [24.91488, -1.56881, -31.42216], [24.28327, -0.10963, -30.57029], [26.38443, -0.29090, -29.34256], [26.43118, -1.96288, -29.33723], [25.91162, -3.17822, -23.28963], [26.12172, -2.97585, -24.76447], [25.83814, -1.60389, -25.02982], [25.13529, -0.84952, -23.77740], [23.90400, -0.20889, -24.14633], [26.14718, -0.11849, -23.04258], [24.83488, -2.27814, -23.05334], [26.78066, -2.85504, -22.71270], [25.82946, -4.24520, -23.09786], [25.51342, -3.58082, -25.43673], [27.17108, -3.01372, -25.06324], [22.94190, 2.61812, -29.69061], [21.64622, 2.61513, -30.48088], [21.05934, 3.87715, -30.43159], [22.04669, 5.01309, -29.77158], [21.36375, 5.79358, -28.75930], [22.80317, 5.71517, -30.80347], [22.97033, 3.84893, -29.00912], [23.76768, 2.54725, -30.40239], [22.96435, 1.75192, -29.03274], [20.97113, 1.87099, -30.05844], [21.78872, 2.40639, -31.54204], [20.16512, -4.40116, -23.05791], [20.85966, -3.19372, -23.68909], [21.98217, -2.92409, -22.89657], [22.33911, -4.10953, -21.83677], [21.97755, -3.72224, -20.47983], [23.64468, -4.64775, -22.05947], [21.23186, -5.12931, -22.46744], [19.69955, -5.12728, -23.71915], [19.46188, -4.14043, -22.26461], [20.24173, -2.29293, -23.69897], [21.12404, -3.29237, -24.74429], [16.72098, 1.15117, -30.36965], [18.06479, 1.78657, -29.99992], [18.37156, 2.53372, -31.14666], [17.06122, 3.29468, -31.79305], [17.04408, 3.21060, -33.24117], [16.77259, 4.52041, -31.08962], [16.09592, 2.04233, -31.24076], [16.11365, 1.01988, -29.47418], [16.86381, 0.20542, -30.89591], [18.84842, 1.07778, -29.74599], [17.88537, 2.50815, -29.19956]], "forces_ev_per_a": [[0.083, 0.352, 0.192], [0.473, -1.036, -0.275], [0.481, 0.696, 0.359], [-0.946, -1.553, -0.042], [0.398, 0.679, 0.121], [-0.141, 0.588, -0.202], [-0.832, 0.195, 0.473], [-0.038, 0.129, 0.162], [-0.458, 0.198, 0.147], [0.150, 0.301, -0.734], [-0.346, -0.267, 0.071], [-0.064, 0.051, 0.211], [0.796, 0.095, -0.810], [0.003, -0.287, 0.241], [0.549, -0.161, 0.238], [0.572, 0.970, 1.103], [-0.893, -1.615, -0.408], [0.325, 0.786, -0.024], [-1.047, 0.296, 0.333], [0.510, -0.145, -0.220], [0.790, 0.363, -0.701], [-0.831, -0.665, -0.555], [-0.111, -0.165, -0.318], [0.224, -0.143, 0.083], [-0.162, -0.216, -0.098], [0.007, 0.203, -0.193], [-0.142, 0.501, -0.052], [0.850, 0.083, 0.195], [-0.202, -0.257, -0.113], [-0.164, -0.056, 0.897], [-1.428, -0.237, 0.584], [1.771, 0.307, -0.151], [-1.193, -0.739, -0.957], [1.116, 2.259, 0.745], [-0.360, -0.694, -0.266], [-0.279, -1.111, -0.446], [-1.105, -0.180, 1.274], [-0.082, 0.135, -0.178], [0.210, 0.232, 0.439], [0.476, 0.631, -0.176], [0.037, -0.231, -0.123], [-0.165, -0.706, 0.281], [0.202, 0.254, -0.469], [0.388, -0.213, -0.329], [0.270, 0.371, 0.015], [0.186, -0.996, -0.963], [-0.136, 1.068, 1.381], [-0.188, 0.911, -0.927], [-0.257, 0.524, -0.228], [-0.210, -0.444, 0.131], [0.570, -0.009, -0.401], [-0.660, -0.016, 0.641], [-0.065, -0.162, 0.625], [0.113, -0.190, 0.148], [-0.099, 0.120, -0.238], [0.179, -0.066, -0.024], [-0.001, -0.608, -0.118], [0.387, -0.277, -0.173], [0.071, -0.025, 0.084], [-0.005, 0.178, -0.007], [-0.358, 0.754, -1.218], [-0.203, 0.643, -0.507], [0.227, -0.611, -0.635], [-0.687, 0.770, -0.330], [0.177, -0.070, 0.524], [-0.206, 0.346, 0.699], [0.571, -0.106, -0.915], [0.185, -0.191, 0.280], [0.140, -0.050, 0.265], [-0.079, -0.051, -0.029], [0.784, -0.524, 0.512], [-0.686, -0.628, 0.368], [-0.123, -0.102, -0.121], [0.218, 0.189, 0.491], [0.070, -0.472, 0.630], [-1.296, 0.376, -0.770], [1.689, -0.765, 0.905], [0.176, 0.313, 0.182], [-0.560, 0.111, -0.672], [0.312, -0.156, -0.166], [1.301, -0.051, 0.335], [-1.028, -0.502, 1.272], [0.482, 0.120, 0.036], [-0.044, -0.045, -0.076], [-0.060, -0.120, 0.510], [-0.375, 0.292, 0.031], [-0.564, 0.071, -0.603], [0.291, -0.053, -0.109], [0.258, 0.274, 0.323], [-0.532, 0.312, -1.288], [0.409, -0.330, -0.242], [-0.417, -0.607, 0.553], [1.179, 0.990, -0.588], [-0.825, 0.865, 1.763], [-1.883, -0.774, -2.750], [-0.454, 0.759, 0.686], [1.898, -1.016, 0.378], [-0.023, 0.217, -0.135], [0.053, 0.054, -0.133], [0.476, 0.144, 0.141], [-0.206, -0.124, 0.017], [0.539, -0.132, -1.193], [0.087, 0.283, -0.055], [0.225, -2.115, 0.962], [0.863, 1.248, -0.302], [0.023, 1.090, -0.800], [-0.844, 0.627, 0.691], [-0.683, -1.588, 1.022], [0.053, 0.847, -0.117], [-0.136, -0.280, -0.066], [0.191, -0.123, 0.028], [-0.278, 0.228, -0.152], [0.509, -0.820, -1.078], [-0.786, 0.437, 1.218], [2.307, -0.163, -0.384], [-1.803, -0.073, 0.010], [-0.187, 0.419, 0.464], [-1.764, -1.255, 0.138], [0.944, 0.706, -0.360], [0.307, 0.406, -0.315], [0.024, 0.009, -0.076], [0.324, 0.054, 0.111], [0.114, 0.010, 0.251], [0.215, -0.419, -0.932], [1.739, 0.414, 0.018], [-0.582, -0.017, 1.320], [1.943, -0.408, -0.583], [0.085, 0.502, -2.431], [-0.609, -0.686, -0.037], [-1.028, 0.407, 1.960], [-0.467, 0.680, 0.412], [-0.613, -0.381, 0.183], [0.026, 0.044, 0.073], [-0.640, -0.003, -0.117], [-0.034, 0.060, 1.938], [1.890, -0.337, -1.095], [-1.120, 0.418, 0.663], [-0.413, 0.051, -0.607], [1.223, -1.890, -0.438], [0.875, 1.655, -0.797], [-1.477, -0.093, 0.381], [0.272, -0.048, 0.203], [-0.057, -0.015, -0.275], [-0.650, 0.534, 0.431], [-0.428, -0.413, -0.504], [1.288, 0.381, -0.585], [1.365, 0.471, -0.978], [-0.952, 1.767, 0.051], [1.030, -0.709, 0.391], [1.080, -1.068, 0.319], [-1.411, -0.944, -0.968], [-1.008, 0.482, 0.938], [0.019, 0.219, -0.064], [-1.292, 0.261, 0.465], [-0.183, -0.088, 0.289], [-0.007, -0.762, 0.134], [0.259, -0.243, -1.064], [-0.313, -1.348, -0.799], [-0.041, 2.642, 0.862], [0.771, -0.504, 0.207], [0.957, -1.343, -1.463], [-1.327, -1.524, 1.661], [-0.477, 1.849, 0.082], [0.268, 0.185, 0.215], [0.097, 0.477, 0.489], [-0.243, 0.259, -0.008], [0.190, -0.318, 0.090], [-0.207, -0.120, 0.144], [-1.479, 0.567, -1.008], [1.511, -0.499, 1.470], [-1.329, -0.027, 0.590], [0.397, -0.335, -2.332], [-0.824, 0.269, -0.111], [1.723, 0.092, 1.052], [-0.055, 0.479, -0.233], [-0.076, 0.259, -0.148], [-0.219, -0.144, 0.458], [0.418, -0.658, 0.155], [0.723, -0.750, 0.606], [-1.538, 0.575, 0.517], [0.801, 1.539, -2.050], [-0.673, -2.327, 0.547], [0.520, 0.445, 2.427], [0.511, -1.515, -0.899], [-0.510, 2.234, -1.120], [-0.104, -0.129, -0.127], [-0.078, -0.073, 0.101], [0.074, 0.104, -0.247], [0.302, -0.253, 0.317]]}